{
  "formula": "C31H74BN5O12",
  "method": "wB97M-V/def2-TZVPD",
  "molar_mass_g_mol": 719.77,
  "lumo_energy_ha": 0.00929,
  "homo_lumo_gap_ev": 8.879,
  "e_homo_ev": -8.626,
  "symbols": ["C", "O", "C", "C", "C", "C", "C", "N", "C", "C", "O", "C", "O", "C", "C", "N", "C", "C", "O", "B", "O", "O", "H", "H", "H", "H", "H", "H", "H", "H", "H", "H", "H", "H", "H", "H", "H", "H", "H", "H", "H", "H", "H", "H", "H", "H", "H", "H", "H", "H", "H", "C", "O", "C", "C", "N", "C", "C", "O", "C", "H", "H", "H", "H", "H", "H", "H", "H", "H", "H", "H", "H", "H", "H", "H", "C", "O", "C", "C", "N", "C", "C", "O", "C", "H", "H", "H", "H", "H", "H", "H", "H", "H", "H", "H", "H", "H", "H", "H", "C", "O", "C", "C", "N", "C", "C", "O", "C", "H", "H", "H", "H", "H", "H", "H", "H", "H", "H", "H", "H", "H", "H", "H"],
  "xyz": [[7.5712, -2.4608, 0.1149], [6.4374, -1.7448, 0.7895], [6.9036, -0.3612, 0.9056], [6.0799, 0.5857, -0.1980], [4.5958, 0.0007, -0.5788], [4.6201, -1.1339, -1.7981], [3.8427, -2.4946, -1.2399], [2.3221, -2.2536, -1.1412], [1.6860, -3.5570, -0.6547], [1.4364, -3.9657, 0.9134], [1.3414, -4.4525, -1.6170], [6.8638, 0.2760, 2.4227], [7.5656, -0.4871, 3.4486], [6.8445, -1.6294, 3.9812], [6.2940, -1.4253, 5.5483], [5.2784, -2.5192, 5.9040], [7.9737, -2.8591, 4.1164], [7.6109, -4.1528, 3.1564], [7.5933, -5.3672, 4.0381], [5.3349, 0.7989, 2.8756], [5.0996, 2.2045, 3.2897], [4.1460, -0.1223, 2.9169], [7.3438, -3.6085, -0.0483], [7.8221, -1.9783, -0.9395], [8.5653, -2.4319, 0.7749], [8.0368, -0.3291, 0.5440], [6.7288, 0.5145, -1.1972], [6.0984, 1.7190, 0.1118], [3.9325, 0.9026, -0.9930], [4.0134, -0.4848, 0.3297], [5.7790, -1.3332, -2.0024], [4.1049, -0.7378, -2.7944], [4.0277, -3.4008, -1.9925], [4.1714, -2.7928, -0.1420], [2.1104, -1.5197, -0.4263], [2.2003, -4.7969, 1.2967], [0.3589, -4.4214, 0.9879], [1.5212, -3.0791, 1.6778], [7.4728, 1.3019, 2.3244], [5.9916, -2.0795, 3.3266], [7.2456, -1.4469, 6.2614], [5.8060, -0.3596, 5.7130], [4.4399, -2.2981, 5.3214], [5.6335, -3.4602, 5.6255], [7.9877, -3.2713, 5.2345], [9.0652, -2.4839, 3.8984], [8.4881, -4.3276, 2.3999], [6.5460, -4.1076, 2.6696], [7.6937, -6.1474, 3.4158], [5.4509, 2.8472, 2.6049], [4.2621, -0.5802, 3.8187], [1.2804, 1.7498, 0.5506], [1.8463, 2.7559, -0.2794], [0.8671, 3.4901, -1.0238], [0.7758, 4.9382, -0.5119], [0.1650, 4.9928, 0.8194], [0.2887, 6.3015, 1.4711], [1.7124, 6.7991, 1.7938], [2.3811, 6.0306, 2.7966], [3.0384, 4.8696, 2.3080], [2.0952, 1.1447, 0.9566], [0.7384, 2.1957, 1.3876], [0.6147, 1.0952, -0.0210], [-0.1130, 2.9989, -1.0180], [1.2166, 3.5127, -2.0618], [0.1719, 5.5298, -1.2102], [1.7895, 5.3487, -0.5000], [0.6075, 4.2982, 1.4170], [-0.2653, 6.2320, 2.4148], [-0.2262, 7.0528, 0.8606], [1.6126, 7.8070, 2.2130], [2.3366, 6.9085, 0.9014], [3.4241, 5.0001, 1.2933], [2.3712, 4.0097, 2.3579], [3.8836, 4.6563, 2.9704], [-4.6190, 1.5193, -0.9727], [-4.1175, 1.1067, -2.2375], [-2.6995, 1.2662, -2.3618], [-2.0056, -0.1060, -2.4142], [-2.0646, -0.7804, -1.1141], [-1.6602, -2.1900, -1.1627], [-2.5223, -3.1441, -2.0143], [-3.8402, -3.3487, -1.4997], [-4.7839, -2.3599, -1.8876], [-5.7110, 1.5103, -1.0194], [-4.3066, 0.8284, -0.1863], [-4.2912, 2.5354, -0.7308], [-2.2817, 1.8982, -1.5693], [-2.5252, 1.7773, -3.3150], [-0.9564, 0.0314, -2.7017], [-2.5007, -0.6969, -3.1900], [-3.0173, -0.7362, -0.7596], [-1.6775, -2.5538, -0.1284], [-0.6179, -2.2494, -1.4980], [-2.0384, -4.1271, -1.9837], [-2.5528, -2.8601, -3.0708], [-4.5829, -1.9538, -2.8827], [-4.8195, -1.5617, -1.1468], [-5.7744, -2.8259, -1.9020], [-8.6259, 2.5371, -3.0541], [-8.8603, 1.4483, -3.9379], [-7.9833, 0.3387, -3.7114], [-8.7645, -0.8574, -3.1400], [-9.1967, -0.6000, -1.7633], [-10.1635, -1.5802, -1.2563], [-11.5286, -1.6612, -1.9695], [-12.3408, -0.4972, -1.7995], [-12.0687, 0.5503, -2.7201], [-9.2240, 3.3867, -3.3936], [-8.9373, 2.2867, -2.0374], [-7.5714, 2.8312, -3.0614], [-7.1326, 0.6052, -3.0733], [-7.5824, 0.0529, -4.6900], [-8.1239, -1.7471, -3.1564], [-9.6202, -1.0370, -3.7970], [-9.6255, 0.3215, -1.7162], [-10.3472, -1.3210, -0.2068], [-9.6971, -2.5726, -1.2565], [-12.0867, -2.4805, -1.5019], [-11.4400, -1.9273, -3.0275], [-11.7464, 0.1790, -3.6967], [-11.3284, 1.2337, -2.3054], [-12.9902, 1.1247, -2.8596]],
  "mulliken_charge": [-0.790, -0.136, -0.017, -1.167, 0.387, -0.510, -0.589, -0.092, 0.593, -0.999, -0.583, -0.289, -0.378, 0.995, -0.818, -0.594, -0.917, -0.079, -0.562, 0.875, -0.590, -0.636, 0.211, 0.357, 0.265, 0.475, 0.383, 0.194, 0.041, -0.108, 0.264, 0.342, 0.318, 0.226, 0.216, 0.321, 0.326, 0.230, 0.095, -0.090, 0.349, 0.174, 0.285, 0.316, 0.360, 0.266, 0.285, 0.081, 0.320, 0.285, 0.179, -0.308, -0.243, -0.285, -0.282, -0.298, -0.655, -0.500, -0.439, -0.438, -0.084, 0.347, 0.179, -0.201, 0.443, 0.446, 0.172, 0.055, 0.361, 0.391, 0.354, 0.336, 0.263, 0.198, 0.216, -0.731, -0.230, -0.921, -0.415, -0.191, -0.305, -0.725, -0.463, -0.421, 0.219, 0.319, 0.317, 0.390, 0.391, 0.453, 0.256, 0.045, 0.383, 0.109, 0.356, 0.363, 0.274, 0.212, 0.209, -0.656, -0.368, -0.387, -0.257, -0.233, -0.672, -0.504, -0.428, -0.528, 0.239, 0.299, 0.286, -0.002, 0.397, 0.394, 0.174, 0.043, 0.386, 0.365, 0.366, 0.347, 0.274, 0.170, 0.305]
}